[1]
{"formula": "C20H37N4O9S2", "method": "wB97M-V/def2-TZVPD", "e_tot_ha": -2476.083864, "total_charge": 1, "gap_ev": 8.0, "e_lumo_ev": -4.0, "symbols": ["H", "H", "H", "H", "H", "N", "O", "C", "C", "H", "H", "C", "N", "H", "O", "H", "H", "H", "C", "H", "C", "C", "O", "C", "H", "C", "C", "C", "N", "H", "C", "H", "O", "H", "S", "H", "C", "C", "H", "C", "O", "O", "H", "H", "C", "C", "H", "C", "H", "C", "H", "H", "H", "H", "H", "O", "H", "S", "H", "O", "H", "H", "O", "H", "H", "H", "C", "C", "H", "H", "H", "N"], "xyz": [[1.4029, 1.7146, -3.3258], [-2.9348, 0.5923, 0.2909], [-2.9417, 2.2944, -1.4321], [-0.3205, 1.3734, 2.1221], [6.7762, -1.0794, 0.9123], [3.3881, 1.2662, -0.7147], [-4.2308, -3.9955, 6.5828], [-1.2011, -0.6517, -2.0308], [5.6224, -0.9332, 0.6431], [0.9571, 2.3928, 0.4018], [-1.6582, -2.9407, 2.1035], [2.3949, 0.5214, -1.2974], [0.8789, 0.6595, -1.0430], [-3.8748, -0.5832, 5.0621], [-4.2170, 3.4550, 1.2287], [2.4806, 1.1720, -4.6262], [-0.5619, -0.1815, 1.0664], [-1.5356, -2.9936, -2.3477], [-0.9561, -2.6655, -0.1477], [-1.2128, -6.1814, 6.1404], [-0.7121, 0.9791, 1.0671], [-2.1615, -5.6817, 6.3546], [-2.9036, 3.2303, -1.0299], [4.0598, 0.4443, 2.8441], [-0.6534, 6.0388, -4.1587], [-3.2239, -3.6296, 5.9970], [-4.1388, -1.5237, 5.5536], [0.1660, 1.6745, -0.1292], [0.2623, -0.3240, -1.8330], [-2.8260, -2.0816, -1.3124], [-2.0947, -2.5920, 1.0750], [5.1899, -2.0446, 0.5895], [-0.5374, 3.3579, -4.1838], [-4.3468, -1.3146, 6.6079], [-2.7795, 3.0770, 0.6976], [-0.4468, 2.3665, -0.8553], [1.5319, 1.6717, -4.4120], [4.8704, 1.1832, -0.9777], [-2.4798, -1.4913, 1.1982], [4.9465, -0.0209, 1.8257], [0.6620, 4.9399, -5.3403], [-2.1021, -4.3679, 5.8028], [-2.9673, -6.2594, 5.8902], [-2.7364, 1.0349, 2.1150], [0.4695, 3.7238, -4.7696], [-2.3203, 1.2911, 1.0257], [-0.1814, 6.7701, -5.7046], [1.2166, -1.1564, -2.6611], [-0.6897, -3.8183, -0.2352], [5.5371, -0.3038, -0.8653], [0.4357, -1.9075, -5.0435], [5.4539, 1.9550, -0.2771], [-1.8163, 0.2304, -1.5471], [-5.0236, -1.9351, 5.0572], [-2.2905, -5.6388, 7.4408], [-1.6978, 4.0973, 1.1530], [3.2535, 0.8366, 3.6320], [0.9245, -2.5636, -3.8809], [-3.0257, -3.2545, 0.8177], [1.5913, 2.9855, -4.9638], [5.0568, 1.5850, -2.0837], [0.0218, -2.1023, 0.1612], [-3.0314, -2.4135, 5.4263], [0.7261, 1.0940, -4.8764], [6.6643, -0.1935, -1.2438], [5.0587, -1.1253, -1.5569], [-0.4454, 5.8297, -5.2130], [-1.6552, -2.1468, -1.5366], [3.0727, 1.9965, -0.0073], [-1.4000, -0.5717, -3.2045], [-1.3302, 5.4183, -5.7095], [2.5909, -0.5849, -2.3086]], "atomic_forces_ev_per_a": [[-0.2, 0.1, -0.3], [1.3, 1.7, 1.4], [-0.1, 2.0, 0.8], [-0.8, -0.8, -2.5], [-2.6, 0.5, -0.4], [-1.9, 0.1, 0.4], [1.6, 0.6, -1.0], [-1.3, 0.7, -0.8], [0.7, -0.2, 0.7], [-1.5, -1.9, -1.5], [-0.8, 0.6, -2.0], [-2.7, -2.9, -2.1], [4.1, -0.8, -0.5], [0.2, -0.3, 0.0], [5.8, -2.5, -2.2], [-0.1, 0.3, -0.1], [-0.4, 2.2, -0.1], [0.0, 2.2, 1.4], [-1.1, -0.9, 0.8], [-0.1, 0.4, -0.1], [0.0, 0.3, 0.6], [0.0, -0.6, 0.2], [0.7, -2.6, 1.9], [5.5, -3.3, -7.2], [-0.1, -0.2, -0.2], [-0.5, -0.4, 0.4], [-0.4, 0.3, 0.1], [-0.4, 0.8, 0.0], [1.6, -3.4, -3.1], [2.5, 0.0, -0.6], [0.3, 0.3, -0.1], [0.6, 2.7, 0.6], [1.3, 0.3, -0.6], [-0.1, -0.2, -0.2], [-2.8, 6.0, 1.9], [1.0, -1.3, 1.6], [0.1, -0.2, 0.0], [1.6, 0.1, -1.4], [0.7, -2.0, -0.2], [-7.0, 2.0, 6.5], [0.1, -1.5, 0.6], [-0.8, 0.8, 0.0], [0.0, 0.2, 0.2], [0.7, 0.9, -2.4], [-0.3, 0.5, -0.1], [0.0, -1.7, 0.9], [0.2, -0.3, 0.0], [2.6, 6.0, 4.1], [-0.4, 2.5, 0.0], [0.9, -0.1, -0.1], [0.6, -0.2, 1.6], [-1.7, -1.9, -1.3], [1.2, -2.0, -0.8], [0.1, 0.0, 0.3], [-0.1, 0.0, -0.2], [-3.2, -4.6, -2.0], [2.6, -0.9, -2.1], [0.0, 2.1, 0.8], [1.9, 1.2, 0.4], [-0.7, 0.4, 0.2], [-0.4, -1.0, 2.3], [-1.8, -1.0, -0.7], [0.1, -0.9, 0.2], [0.0, 0.1, 0.2], [-2.6, 0.0, 0.8], [0.6, 2.1, 1.3], [-0.5, 0.5, 0.0], [-0.7, -0.4, 0.9], [0.7, -1.6, -1.3], [0.4, -0.1, 2.6], [0.1, 0.0, 0.2], [-4.6, 1.0, 1.6]]}

=====

[2]
{"formula": "CH3NOS", "method": "wB97M-V/def2-TZVPD", "e_tot_ha": -567.988372, "e_above_lowest_kcal_mol": 70.5, "total_charge": 0, "gap_ev": 9.7, "e_lumo_ev": 0.5, "symbols": ["H", "H", "O", "C", "N", "S", "H"], "xyz": [[-0.3010, 0.5375, -1.7002], [-0.7127, -0.4886, 1.2717], [1.3037, 1.3933, 0.9956], [-0.4828, -0.6927, 0.2034], [-0.4131, 0.5647, -0.6270], [1.2202, 0.3587, -0.0517], [-0.6143, -1.6729, -0.0919]], "atomic_forces_ev_per_a": [[-1.0, -0.7, 2.1], [-0.1, 0.1, -1.1], [0.9, -0.7, -0.2], [2.3, 4.4, 0.6], [0.7, -1.5, -1.5], [-2.7, 0.2, 1.3], [-0.2, -1.7, -1.3]]}

=====

[3]
{"formula": "C29H43N3O9", "method": "wB97M-V/def2-TZVPD", "e_tot_ha": -1971.907642, "multiplicity": 2, "total_charge": 1, "gap_ev": [6.2, 2.6], "e_lumo_ev": [-3.9, -7.5], "symbols": ["O", "C", "C", "H", "O", "O", "O", "H", "C", "C", "H", "H", "H", "C", "C", "H", "H", "H", "C", "C", "H", "H", "H", "H", "H", "C", "C", "H", "H", "H", "N", "C", "C", "H", "C", "C", "H", "H", "C", "C", "C", "O", "H", "C", "H", "H", "H", "C", "O", "H", "H", "C", "H", "H", "H", "C", "H", "O", "H", "O", "H", "H", "H", "C", "H", "O", "H", "C", "N", "C", "C", "C", "H", "H", "H", "C", "H", "N", "C", "H", "H", "C", "H", "H"], "xyz": [[4.0376, 2.6861, -1.8846], [3.2421, -4.1563, 1.8036], [2.2765, 1.4713, -1.0042], [3.2904, 3.2018, 1.6361], [0.7208, 0.3255, 2.9871], [2.4769, 1.7193, 2.6793], [-5.3988, 0.3321, -2.4045], [4.1749, -3.7118, -1.7046], [-5.6610, 0.7264, -1.1139], [-4.6226, -1.2882, -0.9549], [-4.8458, -1.6105, -3.0689], [1.1413, 3.9177, 1.4010], [-4.4470, 3.8065, 4.4662], [3.2213, -3.1924, -1.6104], [3.5313, -1.7504, -3.3733], [-0.3214, -5.6113, -0.7593], [2.8933, 2.5360, -3.5139], [-4.0794, 0.4830, 0.1965], [-0.5218, -0.8715, -0.5957], [1.1581, -3.2587, 2.0478], [-2.1326, 4.8591, 1.0675], [-0.7984, -0.1745, 1.3746], [-3.6862, -1.7371, -0.6235], [-5.4351, 2.4902, 2.2958], [-0.5688, 2.7799, 2.7826], [2.9182, 3.0504, -2.5533], [-1.4910, 0.8809, -1.5354], [-1.7845, 1.8712, 0.5148], [-5.4223, -2.0053, -0.7699], [-0.6143, -0.8827, -2.7346], [-0.9165, 0.0003, 0.3868], [1.7553, 2.7563, -1.6803], [2.5738, -2.9542, 1.9846], [0.5077, 3.0409, 4.1647], [-3.6860, 3.3794, 1.2644], [2.7237, -2.9700, -3.0263], [3.1237, -3.7902, -3.6225], [-0.2527, -3.7860, -0.6590], [-0.6604, -4.6594, -1.1680], [-4.5393, 3.0897, 2.3635], [3.5030, -1.8012, -1.0342], [-0.3695, -4.6906, -2.5895], [1.5120, 4.6749, 2.9537], [-0.8450, -0.3467, -1.8258], [2.5551, -3.8197, -1.0181], [1.6537, -2.7619, -3.0176], [-5.6489, -0.2704, 0.7862], [2.7389, 3.0826, 2.5687], [4.0328, -1.2093, -2.2210], [2.0644, 0.6777, -1.7206], [3.3429, 3.4315, 3.4063], [1.3871, 3.7194, 2.4443], [3.0516, -1.9863, 1.9493], [-1.7448, -4.7007, -1.0658], [-2.4068, 5.3109, 3.5068], [1.1881, 1.4848, 2.9291], [4.3525, -1.7844, -0.3514], [-6.2879, 1.7103, -0.8468], [1.6178, 3.5443, -0.9398], [4.5857, 1.3278, -0.1774], [-0.9469, -4.0843, -3.0592], [4.3072, -4.3105, 1.7134], [2.9646, 4.0825, -2.9006], [2.2645, -5.2025, 1.8660], [1.7913, 1.2974, -0.0438], [3.7266, -1.3234, -4.4926], [0.1483, -5.1102, 2.1880], [-4.9476, -0.1333, -0.0369], [1.0214, -4.6247, 2.0396], [-1.3947, 1.1298, -0.1669], [-4.1006, 3.8509, 3.4442], [-3.0514, 4.6125, 2.9939], [0.8417, 2.6234, -2.2598], [0.3927, -2.5806, 2.3951], [-3.7448, 3.1488, 0.2109], [-4.5695, -0.7801, -2.4191], [2.6712, -1.1550, -0.7536], [-2.7843, 4.3566, 1.6530], [0.4730, 2.7967, 3.1029], [2.3846, -6.2758, 1.8537], [-1.8185, 1.5922, -2.2791], [3.7716, 1.7764, -0.9508], [-3.5364, -0.4995, -2.6242], [-0.0278, -1.7736, -0.2662]], "atomic_forces_ev_per_a": [[2.8, -0.2, 1.3], [-0.9, 0.3, 0.5], [-0.7, 1.0, -0.4], [0.4, 0.1, 0.2], [1.2, 2.6, -0.3], [-0.4, -2.3, 0.4], [-1.0, 0.8, 0.3], [0.1, 0.0, 0.3], [-0.1, 1.3, 1.0], [0.6, -1.4, 1.3], [-0.5, 0.5, -0.4], [0.0, -0.1, 0.0], [-0.1, 0.2, -0.1], [-0.6, -0.7, 1.1], [-0.1, 0.6, -1.5], [0.4, 0.2, 0.0], [-0.3, -0.6, 0.0], [0.0, -0.2, 0.5], [0.0, -0.2, 0.8], [1.2, -0.6, 1.3], [-0.2, -0.2, 0.2], [0.2, 0.3, 0.0], [0.1, -0.3, -0.4], [0.2, -0.2, 0.0], [0.1, -0.1, 0.0], [-1.5, 1.5, -3.0], [0.7, 1.3, -0.2], [-0.1, 0.3, -0.5], [0.1, -0.3, -0.5], [-0.3, 0.5, -0.2], [1.0, -0.9, 0.0], [-0.6, -0.6, 0.4], [0.2, -1.2, -1.1], [-0.3, -0.4, 0.3], [-1.0, 0.5, 0.6], [0.9, 0.0, 1.1], [-1.0, 0.1, -0.5], [0.1, -0.1, 0.0], [-0.8, -0.6, -1.6], [0.9, -0.2, -2.5], [0.8, -0.5, -1.6], [0.5, 0.0, 1.1], [-0.7, 0.2, -0.2], [0.0, -0.6, 1.1], [-0.1, 0.0, 0.1], [0.0, -0.3, -0.6], [0.4, -0.2, -0.1], [0.8, 0.7, -1.1], [0.5, 1.4, -1.4], [0.2, -0.3, 0.2], [-0.1, -0.1, 0.1], [0.9, 2.7, -0.7], [-0.4, 0.2, 0.2], [-0.1, 0.3, 0.4], [-0.2, 0.0, 0.1], [-1.1, -2.9, 0.2], [-0.4, 0.1, 0.4], [-0.1, -0.2, -0.7], [-0.1, 0.1, 0.0], [-0.5, 0.4, -0.7], [-0.1, 0.1, 0.1], [-0.1, 0.0, -0.1], [0.3, 0.3, 0.6], [-0.6, 0.9, 0.3], [0.4, -0.3, 0.0], [0.0, -0.2, 2.0], [0.1, -0.1, -0.1], [-0.6, 1.1, -2.8], [0.8, 0.7, -0.4], [-1.2, -0.5, -0.6], [0.8, 0.4, 0.2], [1.1, 0.7, -0.3], [0.0, 0.0, 0.2], [-0.3, 0.0, -0.4], [-0.3, -0.3, 0.1], [1.2, -1.4, 2.0], [-0.2, -0.5, 0.6], [-1.3, -1.0, 1.5], [-0.9, -0.9, 1.0], [0.0, 0.0, -0.1], [-0.2, 0.0, 0.1], [-0.1, -1.1, 1.3], [-0.1, 0.2, -0.3], [0.0, -0.1, -0.4]]}